A cluster of 3 separate species, C14H22Cl4FNO4S in total. Source: the OMol25 dataset; level of theory: ωB97M-V/def2-TZVPD.

```
! wB97M-V def2-TZVPD RIJCOSX def2/J DEFGRID3
* xyz 0 1
C 3.99702 -2.72556 2.16593
C 4.12003 -1.30497 2.09077
C 3.90835 0.32169 1.77710
C 2.61932 1.07283 2.52907
C 1.30058 0.23807 1.92806
F 1.12088 -0.79084 2.97823
C -0.11024 1.05644 1.72307
C -1.22896 0.27964 0.81074
C -1.40460 -1.31867 1.13707
C -2.51871 -2.09380 0.21143
S -3.90806 -2.67737 1.34546
O -4.77348 -3.68077 0.51456
O -3.36779 -3.43584 2.58174
O -4.92445 -1.38110 1.87314
C 1.95383 -0.15988 0.47795
O 1.47036 -0.79698 -0.59133
N 3.39728 0.35761 0.32146
H 4.27912 -3.86451 1.95040
H 4.98582 0.72429 1.99269
H 2.75344 2.17930 2.16355
H 2.67554 0.90188 3.69049
H 0.08343 2.15461 1.30298
H -0.59152 1.22770 2.80183
H -0.91184 0.40056 -0.31690
H -2.32297 0.75201 0.88206
H -1.58415 -1.45919 2.30884
H -0.36630 -1.86316 0.92611
H -2.88042 -1.45897 -0.70328
H -2.02496 -3.08418 -0.23001
H -4.46842 -0.91729 2.65803
H 3.91303 -0.49478 -0.03743
Cl 1.57778 4.07777 -0.50797
C 0.71635 3.44209 -1.93168
C -0.76440 3.78639 -1.90778
Cl -1.63617 2.91664 -0.62028
H 0.87860 2.36061 -1.97207
H 1.18762 3.88970 -2.81195
H -1.22838 3.49643 -2.85511
H -0.92697 4.85869 -1.76351
Cl 0.50054 0.89097 -3.34102
C -0.46441 -0.54929 -2.93159
C -0.76950 -1.40210 -4.15280
Cl -1.89853 -0.59603 -5.27068
H -1.37990 -0.21470 -2.43409
H 0.12184 -1.12806 -2.21141
H -1.24514 -2.33735 -3.84316
H 0.13954 -1.65051 -4.70868
*
```

Its HOMO energy is -9.930 eV. For the electronic energy, the calculation gives -3240.81104 a.u. The SMILES is C#C[C@@H]1C[C@@](F)(CCCCS(=O)(=O)O)C(=O)N1.ClCCCl.ClCCCl. The HOMO-LUMO gap comes out at 0.346 Eh.

---

A cluster of 5 separate species, C14H22Cl6F6O4 in total. Source: the OMol25 dataset; level of theory: ωB97M-V/def2-TZVPD.

```
! wB97M-V def2-TZVPD RIJCOSX def2/J DEFGRID3
* xyz 0 1
C 2.07500 0.18654 4.86729
C 2.20807 1.57081 5.53470
O 3.41980 1.54917 6.28839
C 3.97298 2.70513 6.61497
O 3.45536 3.76849 6.47844
C 5.39575 2.51350 7.21218
F 6.24865 3.12820 6.39105
F 5.47331 3.08870 8.41408
F 5.70788 1.23150 7.35772
H 1.09451 -0.25625 5.02650
H 2.76068 -0.50772 5.35494
H 2.37617 0.26554 3.82690
H 1.33563 1.87103 6.11581
H 2.33721 2.36695 4.79597
C 0.37870 3.39793 -1.53439
C 0.81366 2.93005 -2.87824
O 1.34667 1.61019 -2.75186
C 1.49727 0.90602 -3.85528
O 1.26087 1.28658 -4.96174
C 2.00865 -0.53626 -3.60393
F 1.22175 -1.45594 -4.10682
F 3.22236 -0.68020 -4.12008
F 2.10812 -0.73931 -2.27362
H -0.26532 2.63446 -1.08753
H -0.19101 4.31943 -1.46714
H 1.22492 3.40733 -0.84102
H 1.62913 3.52813 -3.29451
H -0.03575 2.96563 -3.56425
Cl -0.88068 -2.63281 -1.96998
C 0.18383 -2.23367 -0.60068
C -0.07045 -0.81276 -0.15893
Cl 0.87298 -0.43543 1.34258
H 1.20887 -2.20776 -0.96638
H 0.03490 -2.93931 0.20917
H -1.09258 -0.57183 0.11838
H 0.18931 -0.10379 -0.94387
Cl -5.39694 -3.62036 -2.25564
C -4.32076 -4.39786 -3.42115
C -3.26851 -5.24418 -2.71596
Cl -1.97342 -5.77804 -3.81448
H -3.79022 -3.58844 -3.92161
H -4.90793 -4.98039 -4.12187
H -3.67034 -6.22096 -2.44627
H -2.77978 -4.82204 -1.84458
Cl -3.42610 -0.66893 -3.68314
C -4.45556 -0.28643 -2.24584
C -4.44476 1.14006 -1.79052
Cl -2.77325 1.57890 -1.27664
H -4.08913 -0.87710 -1.40918
H -5.44953 -0.56986 -2.58266
H -5.04734 1.33519 -0.90640
H -4.73368 1.88216 -2.53284
*
```

Its HOMO energy is -10.727 eV. For the electronic energy, the calculation gives -4207.99127 a.u. The SMILES is CCOC(=O)C(F)(F)F.CCOC(=O)C(F)(F)F.ClCCCl.ClCCCl.ClCCCl. The HOMO-LUMO gap comes out at 0.408 Eh. Its relative energy (zero: lowest compared OMol25 entry of this formula, charge and spin) is 0.420 eV.

---

A structure of composition C14H22I2NO5P2Ru. Source: the OMol25 dataset; level of theory: ωB97M-V/def2-TZVPD.

```
! wB97M-V def2-TZVPD RIJCOSX def2/J DEFGRID3
* xyz 2 6
I 0.70103 -2.29991 -2.68005
I -2.23807 -0.95523 1.78149
Ru -0.74756 -1.70339 -0.58139
P -1.97257 -0.04298 -1.92552
C -1.17703 1.62337 -1.97771
C -2.19303 -0.50549 -3.61739
H -2.91726 0.17827 -4.08673
H -4.19747 0.88977 -2.09946
H -2.57884 -1.52853 -3.64441
H -4.18291 -0.64964 -1.17152
H -0.15508 1.49264 -2.35506
H -1.23428 -0.46744 -4.14437
C -3.66805 0.30842 -1.32649
H -1.74103 2.31037 -2.57437
H -3.66582 0.86702 -0.37678
H -1.08326 2.04520 -0.96251
P 0.01373 -3.48983 0.59198
C 1.59384 -3.22533 1.50112
C -1.09896 -4.19648 1.88354
H -0.51200 -5.14935 -1.07281
H 0.51591 -5.86974 0.21399
H 1.23879 -4.80708 -1.05268
C 0.35588 -4.98409 -0.42305
H -2.09371 -4.31690 1.43535
H -0.73113 -5.17673 2.23092
H 1.93261 -4.13824 2.02740
H 1.44912 -2.41847 2.23627
H -1.17464 -3.50178 2.73245
H 2.36299 -2.91858 0.77701
C 0.67377 -0.56064 -0.07014
O 1.47010 0.12387 0.22614
O -0.75755 1.18238 2.27345
C -0.50386 1.49881 1.11790
O -1.05048 0.69154 0.23103
C 0.55259 2.49174 0.94858
C 0.63639 3.64623 0.17592
C 1.71799 4.48289 0.27374
C 2.76721 4.22669 1.16547
C 2.69287 3.06681 1.99645
C 1.59279 2.25484 1.88583
N 3.91677 5.10083 1.30652
O 3.93557 6.18349 0.57683
O 4.85339 4.74456 2.15546
H -0.17752 3.88330 -0.52323
H 1.77550 5.38018 -0.33675
H 3.49531 2.83991 2.69671
H 1.60794 1.39271 2.56085
*
```

Its HOMO energy (alpha / beta) is -14.481 / -15.481 eV. For the electronic energy, the calculation gives -2349.73897 a.u. The HOMO-LUMO gap (alpha / beta) comes out at 0.250 / 0.174 Eh. Its relative energy (zero: lowest compared OMol25 entry of this formula, charge and spin) is 1.711 eV.

---

A cluster of 3 separate species, C14H22IN2P in total. Source: the OMol25 dataset; level of theory: ωB97M-V/def2-TZVPD.

```
! wB97M-V def2-TZVPD RIJCOSX def2/J DEFGRID3
* xyz 0 1
C -4.89826 -0.94597 -0.18589
P -3.89456 0.67140 -0.42379
C -2.93358 2.29374 -0.77422
C -3.74596 3.31614 -1.58047
C -4.27305 2.73519 -2.90747
I -4.09453 4.12107 -4.53614
H -5.96307 -0.73072 -0.23293
H -4.69745 -1.45793 0.75177
H -4.68640 -1.61827 -1.01268
H -3.32596 0.56743 0.86917
H -3.20015 0.05370 -1.51508
H -5.12484 1.39394 -0.53779
H -2.06626 2.03977 -1.37790
H -2.61052 2.77953 0.14347
H -4.59426 3.68021 -1.00772
H -3.08032 4.13897 -1.80809
H -5.32711 2.51423 -2.83359
H -3.72145 1.84875 -3.18553
C 0.80083 -2.24026 2.12738
C -0.40295 -2.33452 1.44640
C -0.78146 -1.27544 0.63765
N -0.05881 -0.16892 0.47682
C 1.09427 -0.09530 1.13889
C 1.56852 -1.09729 1.97184
H 1.13530 -3.04581 2.76917
H -1.03502 -3.20719 1.53949
H -1.71261 -1.30963 0.08246
H 1.66663 0.81301 0.98932
H 2.51646 -0.98108 2.47714
C 7.13112 -1.55344 0.10976
C 7.01860 -0.21457 0.44600
C 5.83022 0.22582 1.00719
N 4.78524 -0.56582 1.24087
C 4.90987 -1.84964 0.90989
C 6.05424 -2.39167 0.34642
H 8.04254 -1.93708 -0.33025
H 7.83341 0.47575 0.27743
H 5.70179 1.26596 1.28604
H 4.04190 -2.47090 1.10631
H 6.09767 -3.44317 0.09869
*
```

Its HOMO energy is -8.104 eV. For the electronic energy, the calculation gives -1295.09667 a.u. The SMILES is C[PH3]CCCI.c1ccncc1.c1ccncc1. The HOMO-LUMO gap comes out at 0.324 Eh.